Record 1
2 unconnected molecules or ions with the total composition C3H9PS, computed with ωB97M-V/def2-TZVPD.

Geometry as XYZ:
```
14
Properties=species:S:1:pos:R:3:lowdin_charge:R:1
C -0.049 1.386 -0.876 -0.18
C -2.226 0.203 -0.224 -0.04
C -0.966 0.245 -0.736 -0.72
P 1.710 -1.099 1.593 0.63
S -0.202 -1.285 -1.446 0.67
H -0.218 2.272 -0.351 0.05
H -0.026 1.673 -2.057 0.13
H 1.017 1.058 -0.904 0.05
H 2.866 -1.869 1.907 -0.17
H -2.733 -0.759 -0.187 0.04
H -2.702 0.908 0.495 0.07
H 0.860 -1.873 2.381 -0.18
H 1.972 -0.194 2.618 -0.19
H 0.697 -0.666 -2.214 -0.15
```

As for the SMILES: C=C(C)S.P. As for the energy above the lowest of the compared OMol25 structures with the same formula, charge and spin: 217.67 kJ/mol. The HOMO energy comes out at -0.31423 Ha.


Record 2
2 unconnected molecules or ions with the total composition C13H18N, computed with ωB97M-V/def2-TZVPD.

Geometry as XYZ:
```
32
Properties=species:S:1:pos:R:3:lowdin_charge:R:1
C 0.620 -2.311 -0.801 -0.01
C 0.929 -1.433 0.094 -0.12
C -3.379 -1.016 0.879 -0.02
C -2.800 0.192 1.226 -0.04
C -3.006 -1.547 -0.338 -0.09
C -1.879 0.807 0.363 -0.01
C -2.128 -0.993 -1.174 -0.02
C -1.428 0.252 -0.834 -0.19
C 0.362 2.063 -0.877 -0.01
C -0.141 0.697 -2.946 -0.03
C 2.671 -0.365 3.210 -0.11
C 1.374 -0.811 1.157 -0.21
C -0.501 0.994 -1.618 -0.17
N 2.530 -0.827 1.866 -0.10
H 0.707 -2.415 -1.860 0.06
H -4.166 -1.398 1.561 0.14
H -3.131 0.708 2.212 0.15
H -3.535 -2.457 -0.756 0.15
H -1.552 1.863 0.574 0.13
H -1.962 -1.533 -2.156 0.14
H 1.201 2.291 -1.545 0.09
H -0.197 3.018 -0.721 0.11
H -0.015 -3.007 -0.218 0.09
H -0.323 1.603 -3.583 0.14
H -0.975 -0.040 -3.390 0.14
H 0.977 0.467 -3.029 0.15
H 3.666 -0.286 3.454 0.05
H 2.255 0.658 3.377 0.09
H 2.137 -1.033 3.953 0.10
H 0.737 -0.239 1.783 0.10
H 3.359 -1.322 1.448 0.16
H 0.636 1.897 0.210 0.10
```

The net charge is +1. As for the energy above the lowest of the compared OMol25 structures with the same formula, charge and spin: 556.36 kJ/mol. The HOMO energy comes out at -0.38128 Ha.


Record 3
C2H3BrN2S in the gas phase, computed with ωB97M-V/def2-TZVPD.

Geometry as XYZ:
```
9
Properties=species:S:1:pos:R:3:lowdin_charge:R:1
C -1.078 -0.030 -0.704 -0.50
C 1.079 -0.264 0.877 -0.93
N -0.560 1.184 -0.259 -0.12
N 0.252 1.289 0.588 0.00
S -0.250 -1.379 0.246 0.75
Br 2.615 -0.062 -0.333 0.57
H -2.166 -0.177 -0.595 0.09
H -1.078 -0.059 -1.803 0.09
H 1.186 -0.502 1.982 0.05
```

As for the SMILES: Br[C@H]1N=NCS1. As for the energy above the lowest of the compared OMol25 structures with the same formula, charge and spin: 191.53 kJ/mol. The HOMO energy comes out at -0.33812 Ha.


Record 4
C18H26N2O3S in the gas phase, computed with ωB97M-V/def2-TZVPD.

Geometry as XYZ:
```
50
Properties=species:S:1:pos:R:3:lowdin_charge:R:1
C 4.672 2.112 -4.147 -0.10
H 4.169 3.034 -3.870 0.05
H 5.739 2.235 -3.972 0.08
H 4.517 1.928 -5.207 0.07
C 4.127 0.954 -3.320 -0.28
C 4.224 1.224 -1.830 -0.22
H 5.171 1.679 -1.553 0.11
H 4.062 0.332 -1.232 0.10
S 2.937 2.389 -1.288 0.66
O 2.972 2.435 0.146 -0.28
O 3.058 3.629 -1.998 -0.29
N 1.547 1.611 -1.842 -0.24
C 0.977 0.656 -0.917 -0.15
H 1.804 0.145 -0.422 0.13
C 0.081 1.319 0.142 -0.21
C -0.539 0.274 1.069 -0.43
O -0.280 0.229 2.250 0.09
N -1.388 -0.579 0.432 0.13
C -2.134 -1.646 0.952 -0.21
C -2.930 -2.364 0.062 -0.03
C -3.697 -3.433 0.496 -0.03
C -3.660 -3.785 1.830 -0.20
C -2.865 -3.067 2.720 -0.18
C -2.100 -2.000 2.300 0.05
H -1.484 -1.446 2.988 0.11
C -3.001 -3.622 4.106 -0.13
H -3.664 -2.979 4.692 0.12
H -2.047 -3.682 4.629 0.12
C -3.637 -5.002 3.875 -0.17
H -2.849 -5.750 3.773 0.11
H -4.286 -5.303 4.695 0.10
C -4.396 -4.879 2.544 -0.14
H -5.433 -4.575 2.713 0.12
H -4.410 -5.814 1.982 0.11
H -4.310 -3.980 -0.206 0.11
H -2.948 -2.083 -0.982 0.11
H -1.525 -0.433 -0.558 0.12
H 0.727 1.946 0.764 0.14
C -0.972 2.206 -0.532 -0.14
C -0.283 3.209 -1.453 -0.16
C 0.566 2.465 -2.480 -0.20
H 1.121 3.168 -3.102 0.11
H -0.063 1.836 -3.121 0.13
H -1.022 3.830 -1.962 0.12
H 0.374 3.857 -0.870 0.12
H -1.551 2.727 0.232 0.13
H -1.667 1.602 -1.125 0.11
H 0.417 -0.078 -1.509 0.13
H 3.077 0.785 -3.566 0.10
H 4.682 0.042 -3.557 0.11
```

As for the SMILES: CCCS(=O)(=O)N1CCC[C@@H](C(=O)Nc2ccc3c(c2)CCC3)C1. As for the energy above the lowest of the compared OMol25 structures with the same formula, charge and spin: 19.66 kJ/mol. The HOMO energy comes out at -0.30206 Ha.


Record 5
C4H5NO4S in the gas phase, computed with ωB97M-V/def2-TZVPD.

Geometry as XYZ:
```
15
Properties=species:S:1:pos:R:3:lowdin_charge:R:1
C 0.406 0.021 -0.038 -0.05
C 2.893 0.467 0.136 -0.16
C 1.546 -0.725 0.091 -0.38
C -0.843 -0.632 -0.001 -0.39
N -2.099 0.043 -0.130 0.12
O -0.905 -1.923 0.030 0.12
O 5.388 1.068 -0.155 -0.32
O 4.865 -1.292 0.240 -0.27
O 1.633 -1.928 0.201 0.06
S 4.421 -0.004 -0.082 0.74
H 0.276 1.087 -0.184 0.11
H 2.534 1.471 -0.100 0.06
H -2.435 0.854 0.379 0.10
H -2.912 -0.707 -0.117 0.16
H 0.087 -2.231 0.051 0.12
```

As for the SMILES: N/C(O)=C/C(=O)C=S(=O)=O. As for the energy above the lowest of the compared OMol25 structures with the same formula, charge and spin: 102.50 kJ/mol. The HOMO energy comes out at -0.34273 Ha.


Record 6
2 unconnected molecules or ions with the total composition C5H13N3O2, computed with ωB97M-V/def2-TZVPD.

Geometry as XYZ:
```
23
Properties=species:S:1:pos:R:3:lowdin_charge:R:1
C 0.916 0.540 -1.499 -0.18
C 1.131 -0.809 -2.175 -0.07
C -1.595 0.549 -1.109 -0.45
N -0.363 0.747 -0.768 0.09
N -1.949 0.485 -2.400 0.20
N -2.530 0.509 -0.116 0.17
H 1.556 0.541 -0.616 0.09
H 0.844 1.300 -2.282 0.12
H 0.816 -0.668 -3.219 0.06
H 0.649 -1.601 -1.594 0.09
H -0.040 0.597 0.224 0.08
H -1.274 0.154 -3.068 0.10
H -2.883 0.504 -2.746 0.11
H -2.177 0.116 0.749 0.12
H -3.393 0.024 -0.302 0.11
H 2.105 -1.124 -2.319 0.05
C 1.452 -0.134 3.415 -0.03
C 1.085 -0.468 1.987 -0.71
O 1.209 0.454 1.106 -0.13
O 0.576 -1.573 1.753 -0.03
H 1.534 -1.037 4.008 0.07
H 0.619 0.477 3.771 0.07
H 2.268 0.580 3.543 0.07
```

As for the energy above the lowest of the compared OMol25 structures with the same formula, charge and spin: 132.11 kJ/mol. The HOMO energy comes out at -0.30106 Ha.


no.,Kohn-Sham gap (eV)
1,9.35
2,4.57
3,9.63
4,8.73
5,8.82
6,8.39